Record 1
Formula: C28H54N2O24
Source: OMol25
Level of theory: wB97M-V/def2-TZVPD

```
108
Properties=species:S:1:pos:R:3:forces:R:3:mulliken_charge:R:1
C 0.380 -1.176 -2.864 0.6 0.5 -0.5 -0.73
O 0.158 -1.255 -4.272 0.0 0.0 -0.4 -0.39
C -1.033 -1.661 -4.763 -0.2 -0.5 2.6 0.80
O -1.836 -2.332 -4.149 0.4 0.2 -0.7 -0.58
O -1.146 -1.125 -5.932 0.9 1.3 -2.3 -0.32
C -2.079 -1.543 -6.906 -1.2 -0.5 0.1 -0.44
H -0.165 -0.324 -2.465 -0.6 -0.5 0.2 0.35
H 1.411 -0.831 -2.779 0.2 -0.4 -0.2 0.26
H 0.289 -2.136 -2.363 -0.5 0.1 0.1 0.39
H -1.933 -1.158 -7.916 1.2 0.3 0.3 0.25
H -3.057 -1.110 -6.685 -0.2 -0.7 0.5 0.07
H -2.041 -2.630 -6.955 -0.6 0.0 0.0 0.32
C -5.738 6.384 -4.354 -0.9 -0.1 -0.9 -0.64
O -5.253 6.519 -3.038 -0.3 0.3 1.0 -0.32
C -5.496 5.575 -2.108 0.5 0.1 -0.5 0.76
O -5.355 5.749 -0.934 0.0 0.1 -0.1 -0.56
O -5.837 4.431 -2.701 0.2 -0.1 -0.3 -0.35
C -5.787 3.259 -1.910 -0.5 -1.0 0.3 -0.60
H -6.677 5.837 -4.459 0.1 -0.3 0.5 0.28
H -5.016 5.899 -5.010 0.2 0.2 0.1 0.27
H -6.024 7.376 -4.704 0.6 0.1 0.0 0.30
H -6.127 3.442 -0.892 -0.1 0.1 -0.1 0.43
H -4.802 2.792 -1.860 0.2 0.5 -0.2 0.19
H -6.420 2.535 -2.420 -0.1 0.1 0.2 0.24
C -0.164 1.921 3.069 1.3 0.6 -0.1 -0.22
O -0.344 0.800 3.923 -1.1 -0.2 0.3 -0.27
C 0.568 -0.164 3.940 0.3 -0.2 0.6 0.80
O 1.610 -0.118 3.351 0.4 -0.2 -0.4 -0.54
O 0.174 -1.155 4.768 0.3 1.0 -0.2 -0.37
C 1.119 -2.216 4.989 0.1 -0.8 -0.8 -0.05
H 0.286 2.749 3.622 -0.4 0.0 0.5 0.45
H -1.100 2.253 2.632 -0.2 -0.4 0.0 0.40
H 0.611 1.757 2.322 -0.5 -0.6 -0.2 -0.50
H 1.712 -2.440 4.103 -0.3 0.2 -0.1 -0.28
H 0.478 -3.074 5.177 0.2 -0.1 0.3 0.26
H 1.860 -2.090 5.777 -0.5 0.6 0.4 0.29
C -6.229 0.758 -5.327 0.8 -0.7 -0.4 -0.79
O -5.971 0.424 -3.975 -0.3 -0.2 0.9 -0.17
C -5.827 -0.868 -3.633 0.7 -0.4 -0.6 0.78
O -5.758 -1.808 -4.378 -0.4 0.1 -0.2 -0.57
O -5.659 -0.914 -2.328 -0.1 0.9 0.9 -0.29
C -5.435 -2.137 -1.641 -0.3 -0.5 0.1 -0.79
H -5.816 -0.020 -5.973 -0.1 0.0 0.0 0.34
H -5.638 1.657 -5.488 -0.5 0.2 -0.2 0.25
H -7.299 0.838 -5.515 0.1 0.3 0.1 0.29
H -4.420 -2.512 -1.762 0.0 0.0 -0.4 0.29
H -6.187 -2.868 -1.934 0.2 -0.1 -0.2 0.38
H -5.571 -1.934 -0.580 -0.1 0.3 -0.1 0.27
C 4.173 -1.627 1.865 -1.2 1.1 0.3 -0.18
O 5.035 -2.711 1.663 0.1 -1.1 -0.3 -0.31
C 6.191 -2.720 2.325 -0.3 1.4 -0.1 0.79
O 6.592 -1.826 3.032 0.1 -0.4 0.2 -0.58
O 6.839 -3.810 1.981 0.0 -1.7 -0.2 -0.35
C 8.147 -4.046 2.492 0.6 2.3 0.5 -0.72
H 3.459 -1.764 2.682 0.8 -0.1 0.6 0.08
H 3.424 -1.543 1.072 0.7 -0.3 -0.7 0.04
H 4.753 -0.708 1.936 -0.3 0.1 0.2 0.30
H 8.586 -3.049 2.611 0.4 -0.1 -0.4 0.30
H 8.731 -4.609 1.774 -0.3 -0.3 0.1 0.28
H 8.213 -4.379 3.528 -0.6 -0.8 -0.2 0.30
C 1.336 0.733 -0.086 -0.5 0.5 -0.8 1.20
O 0.019 1.110 -0.536 0.5 0.0 0.0 -0.29
C -1.026 0.369 -0.208 -0.3 0.0 -0.6 1.01
O -1.010 -0.618 0.482 -0.2 0.1 0.2 -0.57
O -2.049 0.917 -0.870 0.1 0.1 0.3 -0.41
C -3.379 0.492 -0.573 -0.2 0.1 0.2 -0.09
H 1.728 1.723 0.144 0.5 -0.8 0.4 -1.60
H 1.894 0.363 -0.946 -0.1 -0.1 0.0 -0.06
H 1.309 -0.027 0.690 0.0 0.4 0.3 0.28
H -3.334 -0.357 0.107 -0.2 -0.1 -0.2 0.33
H -3.891 0.304 -1.512 0.2 -0.4 0.0 -0.18
H -3.924 1.303 -0.090 0.3 0.0 0.2 0.20
C 0.083 -3.339 1.470 -0.5 0.3 0.3 -0.04
O 0.376 -4.737 1.513 -0.4 -0.1 -0.5 -0.37
C 1.467 -5.088 2.163 1.0 1.1 0.4 0.76
O 2.205 -4.322 2.752 -0.2 -0.5 -0.1 -0.54
O 1.631 -6.385 2.041 -0.4 -0.8 -0.2 -0.38
C 2.744 -7.034 2.637 0.8 -0.1 -0.2 -0.64
H -0.975 -3.263 1.232 0.0 0.0 0.1 0.27
H 0.620 -2.794 0.695 0.3 -0.3 0.0 0.15
H 0.289 -2.903 2.446 -0.1 0.1 -0.1 -0.03
H 2.669 -8.068 2.310 -0.2 0.0 0.3 0.24
H 2.781 -6.948 3.721 -0.3 0.0 0.0 0.28
H 3.701 -6.682 2.248 -0.2 0.4 -0.1 0.30
C 4.785 2.200 -1.246 -1.2 0.2 -0.2 -0.64
O 4.964 1.916 0.150 0.3 -0.2 -0.4 -0.04
C 6.185 2.146 0.638 1.0 0.6 0.1 0.58
O 7.023 2.906 0.215 -0.5 -0.2 -0.5 -0.59
O 6.359 1.401 1.713 -0.9 -0.5 0.4 -0.15
C 7.622 1.409 2.339 0.9 0.2 0.8 -0.75
H 4.481 3.233 -1.410 0.5 0.2 0.1 0.32
H 3.898 1.637 -1.536 0.1 -0.2 0.1 0.06
H 5.610 1.903 -1.888 0.3 0.1 0.3 0.38
H 7.616 0.616 3.084 -0.1 -0.4 -0.5 0.21
H 7.837 2.300 2.934 -0.4 0.4 -0.4 0.30
H 8.420 1.304 1.606 0.0 -0.2 0.0 0.35
C 2.112 3.976 1.216 0.2 -0.3 -0.2 -0.05
C 1.874 4.192 -0.215 0.1 0.6 0.4 0.39
N 1.691 4.394 -1.330 0.0 -0.2 0.0 -0.49
H 1.988 2.907 1.380 0.0 0.3 0.5 -0.26
H 1.448 4.556 1.853 -0.2 0.0 -0.2 0.35
H 3.135 4.221 1.500 0.1 0.1 -0.2 0.31
C -3.865 1.609 5.035 0.4 0.4 0.8 -0.74
C -4.255 1.505 3.642 -0.4 -0.5 0.1 0.41
N -4.532 1.396 2.533 0.0 0.1 0.0 -0.37
H -3.911 0.709 5.648 0.0 -0.5 -0.7 0.28
H -4.479 2.295 5.619 0.0 0.4 -0.5 0.31
H -2.829 1.952 5.029 0.0 0.1 0.3 0.14
```
Forces are in eV/Å.

For the largest force on an atom, the calculation gives 0.0539 hartree/bohr. As for the structure (SMILES): COC(=O)OC.COC(=O)OC.COC(=O)OC.COC(=O)OC.COC(=O)OC.COC(=O)OC.COC(=O)OC.COC(=O)OC.CC#N.CC#N. For the HOMO energy, the calculation gives -10.52 eV. The calculation puts the HOMO-LUMO gap at 10.998 eV. Its energy relative to the best compared isomer or geometry (same formula, charge and spin) is 63.4 kJ/mol.

Record 2
Formula: C20H50AlNO2P2Si4
Source: OMol25
Level of theory: wB97M-V/def2-TZVPD

```
80
Properties=species:S:1:pos:R:3:forces:R:3:mulliken_charge:R:1
Al 0.161 0.330 -2.702 -0.8 -0.4 4.4 0.27
P -2.040 0.936 -2.671 -1.2 0.2 -0.2 0.97
C -2.091 1.613 -4.366 0.8 2.0 1.6 -1.37
C -0.717 1.943 -4.920 -0.1 0.2 -0.2 0.59
N 0.381 1.536 -4.240 0.1 -0.4 0.3 0.19
C 1.628 1.806 -4.696 0.0 0.2 -0.4 0.56
C 1.799 2.537 -5.858 0.3 -0.1 0.0 -0.71
C 0.688 2.941 -6.593 -0.1 -0.1 0.2 -0.50
C -0.582 2.635 -6.111 -0.2 0.1 0.0 -0.70
C 2.816 1.284 -3.917 0.4 0.1 0.0 -1.28
P 2.408 -0.062 -2.740 1.5 -0.2 -0.3 0.87
H -1.491 2.924 -6.637 0.3 0.0 0.0 0.52
H 2.818 2.747 -6.182 -0.3 0.0 -0.1 0.50
H 0.810 3.484 -7.528 0.0 -0.1 0.2 0.46
H 3.576 0.880 -4.603 -0.2 0.4 0.1 0.56
H 3.293 2.091 -3.337 -0.2 -0.1 -0.3 0.43
H -2.575 0.920 -4.949 -1.2 -1.6 -1.7 0.56
H -2.710 2.523 -4.321 0.2 -0.2 -0.4 0.54
H -1.313 -4.663 -4.966 1.5 -1.6 0.3 0.31
O -1.993 -4.045 -5.075 -1.4 1.9 -0.6 -0.61
H -1.981 -3.824 -6.019 -0.1 -0.2 0.3 0.32
H -0.420 -0.614 1.450 0.0 -0.2 0.0 -0.37
O -0.147 -0.176 -0.578 0.6 0.6 -4.3 -0.36
H -0.234 -1.143 -0.655 0.0 0.2 0.5 0.14
C 2.961 -1.583 -3.556 -0.2 -0.3 -0.1 -1.35
H 3.885 -1.396 -4.118 -0.2 -0.1 0.2 0.44
H 3.137 -2.348 -2.788 0.0 0.1 -0.2 0.41
H 2.181 -1.942 -4.240 0.3 0.0 0.1 0.40
C 3.441 0.183 -1.272 -0.2 0.0 0.3 -1.10
H 3.161 -0.570 -0.521 0.0 0.2 -0.2 0.24
H 4.504 0.072 -1.528 -0.3 0.0 -0.1 0.51
H 3.268 1.181 -0.845 0.0 -0.3 -0.1 0.40
C -2.491 2.331 -1.603 0.4 0.0 0.4 -1.11
H -3.462 2.739 -1.919 0.3 -0.2 0.0 0.51
H -2.549 1.978 -0.563 0.0 0.1 -0.3 0.11
H -1.728 3.119 -1.668 -0.2 -0.2 0.1 0.40
C -3.337 -0.307 -2.497 0.0 -0.3 0.0 -1.19
H -3.180 -0.827 -1.540 -0.1 0.2 -0.2 0.30
H -4.328 0.171 -2.497 0.3 -0.1 0.0 0.42
H -3.269 -1.040 -3.314 -0.1 0.2 0.2 0.44
C 3.262 -0.133 3.083 0.3 0.1 0.1 -0.97
Si 1.643 0.816 3.104 -0.7 -0.4 0.3 0.34
C 1.455 1.769 4.712 0.4 0.1 0.0 -1.10
C 1.549 1.983 1.631 0.3 0.4 -0.3 -0.45
Si -0.178 -0.622 2.918 -0.1 0.1 -0.3 -0.04
Si 0.140 -2.887 3.348 -0.2 0.4 0.3 0.85
C 0.392 -3.212 5.180 0.1 -0.3 -0.1 -1.15
C -1.394 -3.783 2.722 0.1 -0.2 0.0 -1.12
C 1.643 -3.447 2.358 0.0 -0.2 -0.1 -1.04
Si -2.127 0.468 3.566 0.6 -0.4 0.2 0.40
C -2.282 0.381 5.433 -0.4 0.2 0.0 -1.06
C -2.006 2.257 2.980 -0.3 0.1 0.0 -0.78
C -3.570 -0.385 2.712 -0.3 0.2 0.1 -0.80
H 3.973 0.391 3.740 0.0 -0.2 -0.2 0.41
H 3.688 -0.163 2.071 0.0 -0.1 0.2 0.15
H 3.159 -1.163 3.446 0.0 0.3 -0.1 0.20
H 2.464 2.080 5.020 -0.3 0.1 0.1 0.44
H 0.838 2.668 4.586 0.1 -0.2 0.1 0.30
H 1.023 1.156 5.515 0.1 0.1 -0.2 0.28
H 1.198 1.463 0.730 0.1 0.0 0.2 -0.45
H 0.868 2.822 1.829 0.2 -0.2 0.0 0.34
H 2.553 2.392 1.444 -0.2 0.1 0.0 0.40
H -0.543 -3.076 5.740 0.2 0.0 -0.1 0.31
H 0.722 -4.253 5.308 -0.1 0.2 0.1 0.39
H 1.156 -2.553 5.613 -0.1 -0.2 -0.1 0.32
H -1.737 -3.389 1.756 0.1 -0.1 0.2 0.25
H -1.143 -4.845 2.589 -0.2 0.2 0.0 0.39
H -2.223 -3.711 3.439 0.2 0.0 -0.2 0.27
H 1.680 -2.978 1.364 0.0 -0.1 0.2 0.13
H 2.585 -3.229 2.876 -0.2 -0.1 -0.1 0.34
H 1.569 -4.535 2.215 0.2 0.2 0.0 0.44
H -1.566 1.049 5.931 -0.2 -0.2 -0.1 0.31
H -3.300 0.700 5.705 0.3 -0.1 0.2 0.39
H -2.128 -0.639 5.811 -0.1 0.2 -0.1 0.28
H -1.818 2.325 1.899 0.0 -0.1 0.2 -0.01
H -2.970 2.743 3.190 0.2 0.1 -0.1 0.42
H -1.219 2.821 3.498 -0.2 -0.2 -0.1 0.24
H -3.457 -0.380 1.619 0.0 0.0 0.2 -0.04
H -3.685 -1.427 3.041 0.0 0.3 -0.1 0.28
H -4.494 0.159 2.961 0.1 -0.2 -0.1 0.40
```
Forces are in eV/Å.

For the largest force on an atom, the calculation gives 0.0865 hartree/bohr. For the HOMO energy, the calculation gives -11.92 eV. Its net charge is +2. The calculation puts the HOMO-LUMO gap at 4.209 eV. Its energy relative to the best compared isomer or geometry (same formula, charge and spin) is 26.7 kJ/mol.